(1)
A structure of composition C48H38AsN5O7P2SV. Source: OMol25; level of theory: ωB97M-V/def2-TZVPD.

Last column: Mulliken charge in e.
Geometry (Å):
V: -0.098 -0.390 0.710  0.95
N: -3.792 -0.604 2.524  0.15
C: -2.826 0.239 2.135  -1.06
N: -1.996 -0.411 1.351  1.27
C: -2.503 -1.687 1.302  0.26
N: -3.600 -1.828 2.009  -0.91
C: -1.703 -2.669 0.615  -0.39
C: -1.924 -4.038 0.671  -0.40
N: -1.067 -4.922 0.191  -0.67
C: 0.060 -4.414 -0.322  -1.29
C: 0.300 -3.062 -0.413  -0.87
N: -0.586 -2.147 0.025  1.92
H: -4.576 -0.438 3.130  0.19
H: -2.747 1.271 2.433  0.53
H: -2.822 -4.410 1.150  0.55
H: 0.797 -5.133 -0.657  0.53
H: 1.233 -2.690 -0.810  0.30
O: 4.333 -0.444 1.077  -0.84
As: 2.753 -1.158 1.489  0.18
O: 1.836 -0.417 0.312  0.14
O: 0.343 -1.737 2.245  -0.56
C: -0.125 -1.625 3.461  -0.27
C: -0.902 -2.624 4.080  -0.55
C: -1.330 -2.453 5.382  -0.66
C: -1.021 -1.304 6.112  -0.82
C: -0.267 -0.306 5.521  -0.52
C: 0.167 -0.480 4.218  -0.06
S: 1.102 0.717 3.351  2.28
O: 2.428 0.095 2.971  -0.72
O: 1.333 1.832 4.226  -0.85
O: 0.320 1.083 2.155  -0.51
H: 4.199 0.449 0.720  0.34
H: -1.140 -3.516 3.517  0.48
H: -1.921 -3.232 5.849  0.43
H: -1.353 -1.203 7.135  0.40
H: 0.001 0.607 6.036  0.58
O: -0.604 2.025 -2.927  0.50
C: -0.273 3.333 -2.714  -0.34
C: -0.598 4.400 -3.546  -1.33
C: -0.128 5.669 -3.253  -0.92
C: 0.657 5.887 -2.134  -1.00
C: 0.896 4.838 -1.263  -0.46
C: 0.416 3.559 -1.522  0.68
P: 0.471 2.265 -0.161  2.79
C: -0.639 3.316 0.870  1.57
C: -1.994 3.146 0.585  -1.20
C: -2.959 3.908 1.224  -0.60
C: -2.580 4.847 2.173  -0.76
C: -1.235 5.019 2.464  -0.84
C: -0.266 4.272 1.808  -0.40
C: 2.231 2.614 0.235  1.30
C: 3.090 2.480 -0.862  -0.69
C: 4.454 2.663 -0.724  -0.78
C: 4.990 2.990 0.516  -0.99
C: 4.149 3.115 1.608  -1.18
C: 2.779 2.920 1.474  -0.32
C: -1.337 1.552 -3.982  -0.32
C: -1.341 2.029 -5.284  -0.98
C: -2.161 1.421 -6.225  -0.92
C: -2.958 0.345 -5.878  -0.94
C: -2.882 -0.186 -4.597  -0.64
C: -2.053 0.396 -3.650  1.10
P: -1.493 -0.380 -2.051  1.59
C: -2.935 -1.515 -1.944  0.82
C: -2.977 -2.887 -2.152  -0.45
C: -4.168 -3.581 -1.982  -0.99
C: -5.324 -2.912 -1.613  -0.64
C: -5.296 -1.538 -1.415  -0.84
C: -4.108 -0.850 -1.576  -0.54
C: -0.136 -1.250 -2.950  0.72
C: 1.164 -0.846 -2.654  0.05
C: 2.247 -1.429 -3.297  -0.66
C: 2.038 -2.402 -4.262  -0.88
C: 0.742 -2.758 -4.610  -0.97
C: -0.340 -2.184 -3.963  -0.87
H: -1.249 4.266 -4.395  0.73
H: -0.384 6.490 -3.910  0.39
H: 1.043 6.874 -1.919  0.46
H: 1.458 5.019 -0.357  0.28
H: -2.283 2.410 -0.162  0.38
H: -4.006 3.782 0.976  0.49
H: -3.329 5.446 2.675  0.39
H: -0.932 5.748 3.204  0.47
H: 0.774 4.446 2.040  0.31
H: 2.675 2.225 -1.831  0.24
H: 5.102 2.550 -1.584  0.44
H: 6.056 3.132 0.628  0.35
H: 4.551 3.362 2.582  0.48
H: 2.159 2.979 2.352  0.04
H: -0.690 2.834 -5.589  0.74
H: -2.160 1.791 -7.241  0.40
H: -3.611 -0.108 -6.612  0.43
H: -3.471 -1.057 -4.341  0.44
H: -2.074 -3.424 -2.416  0.52
H: -4.192 -4.652 -2.135  0.41
H: -6.247 -3.458 -1.469  0.38
H: -6.197 -1.007 -1.134  0.45
H: -4.073 0.224 -1.418  0.39
H: 1.322 -0.094 -1.895  0.28
H: 3.251 -1.127 -3.028  0.52
H: 2.879 -2.871 -4.755  0.38
H: 0.572 -3.484 -5.395  0.47
H: -1.343 -2.458 -4.262  0.52

2S+1: 4
Total charge: 0
Lowest unoccupied orbital energy (spin up / spin down) in eV: -0.329 / -0.543

***

(2)
A structure of composition C48H38N3O2W. Source: OMol25; level of theory: ωB97M-V/def2-TZVPD.

Last column: Mulliken charge in e.
Geometry (Å):
W: -0.079 0.202 1.016  0.76
O: 0.607 1.760 0.282  -0.07
C: 1.485 2.386 -0.650  2.93
C: 1.787 1.312 -1.705  -2.09
C: 2.378 0.041 -1.153  -0.24
C: 3.652 -0.355 -1.530  -0.82
C: 4.104 -1.617 -1.171  -1.30
C: 3.232 -2.473 -0.523  -1.17
C: 1.973 -2.014 -0.164  0.63
C: 0.944 -2.969 0.384  -2.01
C: -0.484 -2.642 -0.114  2.18
O: -0.894 -1.466 0.561  -0.13
C: -0.525 -2.371 -1.616  -0.39
C: 0.281 -3.071 -2.509  0.30
C: 0.249 -2.784 -3.866  -1.03
C: -0.596 -1.795 -4.350  -0.60
C: -1.419 -1.109 -3.469  -0.94
C: -1.386 -1.398 -2.113  -0.10
C: -1.426 -3.774 0.294  -0.83
C: -1.824 -3.871 1.624  -0.23
C: -2.638 -4.907 2.048  -0.79
C: -3.066 -5.869 1.142  -0.55
C: -2.677 -5.778 -0.184  -0.96
C: -1.862 -4.735 -0.607  -0.29
N: 1.598 -0.746 -0.392  1.72
C: 2.758 2.819 0.070  -0.18
C: 3.786 3.400 -0.673  -0.49
C: 4.969 3.779 -0.064  -0.95
C: 5.140 3.590 1.302  -0.63
C: 4.116 3.037 2.049  -0.78
C: 2.928 2.653 1.435  -0.09
C: 0.752 3.594 -1.214  -0.68
C: 0.685 3.861 -2.573  -0.10
C: 0.023 4.992 -3.035  -1.00
C: -0.578 5.861 -2.142  -0.43
C: -0.515 5.598 -0.779  -0.93
C: 0.150 4.476 -0.319  -0.34
H: 2.470 1.709 -2.455  0.92
H: 0.851 1.056 -2.213  0.63
H: 4.264 0.314 -2.117  0.63
H: 5.098 -1.944 -1.444  0.50
H: 3.503 -3.498 -0.311  0.60
H: 0.927 -2.956 1.478  0.46
H: 1.223 -3.983 0.096  0.82
H: 0.944 -3.851 -2.155  0.47
H: 0.885 -3.335 -4.546  0.46
H: -0.621 -1.571 -5.408  0.45
H: -2.095 -0.349 -3.839  0.49
H: -2.042 -0.870 -1.431  0.63
H: -1.506 -3.112 2.326  0.32
H: -2.946 -4.965 3.084  0.42
H: -3.705 -6.678 1.467  0.41
H: -3.013 -6.516 -0.899  0.44
H: -1.582 -4.673 -1.650  0.43
H: 3.649 3.589 -1.732  0.41
H: 5.755 4.234 -0.651  0.44
H: 6.065 3.886 1.779  0.43
H: 4.230 2.909 3.117  0.50
H: 2.123 2.250 2.037  0.54
H: 1.137 3.196 -3.298  0.44
H: -0.021 5.189 -4.098  0.43
H: -1.093 6.741 -2.502  0.41
H: -0.983 6.272 -0.075  0.41
H: 0.198 4.274 0.743  0.47
C: -1.652 0.994 2.051  -0.51
C: -2.602 1.465 2.657  0.36
C: -3.727 2.008 3.350  0.48
C: -3.653 3.279 3.925  -0.43
C: -4.748 3.800 4.592  -0.52
C: -5.920 3.064 4.691  -0.48
C: -5.999 1.801 4.121  -0.51
C: -4.909 1.272 3.450  -0.50
H: -2.736 3.847 3.841  0.46
H: -4.687 4.785 5.034  0.40
H: -6.775 3.476 5.212  0.39
H: -6.914 1.229 4.194  0.40
H: -4.966 0.292 2.995  0.46
N: 0.740 -1.769 4.770  -0.06
C: -0.015 -1.236 3.797  -0.75
N: 0.717 -0.738 2.820  -0.13
C: 2.056 -0.953 3.181  0.56
C: 3.250 -0.602 2.555  0.59
C: 4.422 -0.940 3.196  -2.01
C: 4.424 -1.610 4.430  -0.71
C: 3.249 -1.950 5.066  -1.09
C: 2.071 -1.602 4.415  0.42
H: 0.387 -2.177 5.619  0.25
H: -1.092 -1.202 3.817  0.65
H: 3.266 -0.062 1.619  0.96
H: 5.365 -0.673 2.740  0.51
H: 5.368 -1.858 4.895  0.43
H: 3.246 -2.459 6.020  0.44

2S+1: 3
Energy relative to the best compared isomer or geometry (same formula, charge and spin) in kcal/mol: 20.0
Total charge: +1
Lowest unoccupied orbital energy (spin up / spin down) in eV: -2.675 / -3.164

***

(3)
A structure of composition C48H39N4O4PtS2Se. Source: OMol25; level of theory: ωB97M-V/def2-TZVPD.

Last column: Mulliken charge in e.
Geometry (Å):
Pt: 0.391 0.999 -0.240  1.57
O: 0.134 2.135 -2.231  -0.30
N: -0.714 3.068 -2.123  -0.73
N: -0.983 3.442 -0.953  1.69
O: -0.420 2.963 0.169  -0.89
C: -2.009 4.432 -0.774  -0.49
C: -3.298 3.997 -0.516  0.25
C: -4.297 4.940 -0.338  -0.91
C: -3.997 6.293 -0.417  -0.47
C: -2.698 6.711 -0.666  -0.65
C: -1.690 5.776 -0.843  -0.36
H: -3.497 2.933 -0.484  0.50
H: -5.312 4.621 -0.140  0.42
H: -4.784 7.025 -0.297  0.38
H: -2.473 7.767 -0.724  0.37
H: -0.669 6.080 -1.037  0.58
C: -6.480 -4.418 -0.892  -1.57
C: -5.327 -3.456 -0.898  0.91
C: -4.156 -3.751 -1.588  -0.83
C: -3.088 -2.869 -1.582  -0.06
C: -3.184 -1.684 -0.869  0.10
C: -4.338 -1.368 -0.171  -0.38
C: -5.399 -2.256 -0.188  -0.93
S: -1.759 -0.586 -0.942  0.88
O: -2.278 0.803 -1.065  -0.57
C: -1.327 -0.680 0.835  -1.49
C: -1.662 0.419 1.655  0.37
C: -1.396 0.366 2.995  -1.12
C: -0.759 -0.759 3.562  0.66
C: -0.493 -0.830 4.949  -1.31
C: 0.131 -1.918 5.488  -0.74
C: 0.541 -2.980 4.655  -0.98
C: 0.307 -2.941 3.310  -0.56
C: -0.380 -1.846 2.728  1.46
C: -0.699 -1.793 1.345  0.07
C: -0.366 -2.897 0.420  -0.24
C: -0.982 -4.178 0.537  1.37
C: -1.979 -4.452 1.500  -0.51
C: -2.559 -5.688 1.570  -1.06
C: -2.176 -6.709 0.679  -0.72
C: -1.232 -6.468 -0.277  -1.00
C: -0.617 -5.199 -0.379  0.80
C: 0.340 -4.930 -1.388  -1.35
C: 0.896 -3.692 -1.508  -1.23
C: 0.518 -2.679 -0.609  0.43
S: 1.272 -1.064 -0.954  1.28
O: 1.289 -0.941 -2.410  -0.71
C: 2.944 -1.409 -0.433  0.20
C: 3.222 -1.491 0.924  -0.42
C: 4.531 -1.667 1.329  -0.89
C: 5.564 -1.742 0.393  0.96
C: 6.993 -1.846 0.844  -1.50
C: 5.253 -1.666 -0.962  -0.90
C: 3.943 -1.499 -1.383  -0.73
H: -6.374 -5.157 -1.684  0.38
H: -7.430 -3.901 -1.024  0.40
H: -6.519 -4.944 0.064  0.30
H: -4.079 -4.676 -2.147  0.36
H: -2.182 -3.094 -2.135  0.48
H: -4.401 -0.435 0.376  0.45
H: -6.305 -2.008 0.351  0.42
H: -2.193 1.256 1.223  0.70
H: -1.667 1.193 3.639  0.49
H: -0.799 -0.001 5.575  0.49
H: 0.325 -1.966 6.551  0.43
H: 1.045 -3.832 5.091  0.47
H: 0.641 -3.752 2.676  0.63
H: -2.294 -3.672 2.180  0.58
H: -3.315 -5.891 2.316  0.47
H: -2.647 -7.681 0.745  0.44
H: -0.942 -7.240 -0.978  0.46
H: 0.616 -5.721 -2.073  0.43
H: 1.608 -3.461 -2.289  0.58
H: 2.420 -1.404 1.650  0.50
H: 4.760 -1.728 2.386  0.45
H: 7.088 -2.513 1.699  0.39
H: 7.346 -0.859 1.152  0.28
H: 7.637 -2.198 0.041  0.38
H: 6.042 -1.723 -1.701  0.38
H: 3.683 -1.426 -2.432  0.54
C: 3.234 5.271 0.978  -1.03
N: 3.037 4.638 -0.309  0.39
C: 2.722 3.352 -0.535  -0.30
Se: 2.545 2.012 0.743  -0.25
N: 2.656 3.160 -1.860  0.38
C: 2.897 4.350 -2.521  0.35
C: 2.936 4.682 -3.867  -0.76
C: 3.275 5.986 -4.179  -0.60
C: 3.538 6.931 -3.183  -0.62
C: 3.474 6.609 -1.840  -0.70
C: 3.161 5.294 -1.528  0.64
H: 3.185 4.518 1.759  0.28
H: 2.461 6.020 1.146  0.34
H: 4.211 5.753 1.002  0.38
H: 2.293 2.317 -2.280  0.21
H: 2.718 3.949 -4.630  0.47
H: 3.341 6.286 -5.215  0.41
H: 3.793 7.942 -3.467  0.41
H: 3.666 7.346 -1.072  0.46

Energy relative to the best compared isomer or geometry (same formula, charge and spin) in kcal/mol: 38.6
Total charge: +1
Lowest unoccupied orbital energy (spin up / spin down) in eV: -3.845 / -3.838